# C3H12NO

2 unconnected molecules or ions with the total composition C3H12NO at a distorted geometry (ωB97M-V with the def2-TZVPD basis set, OMol25).

Computed properties:
* charge: +1
* LUMO energy: -3.374 eV
* energy: -251.2425 a.u.
* relative energy (zero: lowest compared OMol25 entry of this formula, charge and spin): 0.757 eV

```
17
C3H12NO (ωB97M-V with the def2-TZVPD basis set)
C 0.08 0.12 0.08
C 0.14 -0.70 -1.19
C -1.17 -0.60 -1.99
N 1.39 0.02 0.84
H -0.19 1.16 -0.05
H -0.66 -0.42 0.65
H 0.38 -1.74 -0.97
H 0.92 -0.43 -1.92
H -1.07 -0.40 -3.06
H -1.63 -1.58 -2.11
H -1.88 0.06 -1.52
H 1.82 -0.87 0.61
H 2.01 0.68 0.38
H 1.19 0.24 1.82
H -0.93 0.84 2.78
H -0.21 2.19 3.13
O -0.20 1.43 2.54
```

=====

# C20H39AsF6N5OS2SbSi2Ti

A molecular structure, C20H39AsF6N5OS2SbSi2Ti at a distorted geometry (ωB97M-V with the def2-TZVPD basis set, OMol25).

Computed properties:
* charge: +1
* LUMO energy (alpha / beta): -2.863 / -2.916 eV
* energy: -6434.6078 a.u.
* spin multiplicity: 2
* relative energy (zero: lowest compared OMol25 entry of this formula, charge and spin): 1.543 eV

```
78
C20H39AsF6N5OS2SbSi2Ti (ωB97M-V with the def2-TZVPD basis set)
Ti -0.39 -0.03 1.29
C -3.53 4.71 -1.66
C -3.17 4.20 -0.31
N -3.79 4.46 0.80
N -3.08 3.78 1.74
C -2.05 3.10 1.25
S -0.95 2.20 2.18
N -2.09 3.36 -0.07
N -1.15 2.87 -0.96
H -4.40 5.35 -1.56
H -3.76 3.89 -2.34
H -2.71 5.29 -2.09
H -3.37 3.79 2.71
H -1.55 2.14 -1.54
H -0.76 3.61 -1.52
C 2.04 -1.40 5.28
C 2.15 0.08 4.93
S 2.49 0.28 3.19
O 1.17 -0.14 2.55
C 2.55 2.08 3.06
C 3.94 2.53 2.64
H 1.83 -1.50 6.34
H 2.97 -1.93 5.06
H 1.23 -1.87 4.73
H 2.99 0.57 5.44
H 1.23 0.63 5.13
H 2.24 2.50 4.02
H 1.80 2.32 2.31
H 4.70 2.24 3.37
H 3.96 3.62 2.55
H 4.21 2.10 1.68
C 1.03 2.53 -2.99
Si 1.67 0.81 -2.58
C 0.77 -0.40 -3.67
C 3.49 0.83 -2.97
As 1.57 0.45 -0.28
Si 2.04 -1.89 -0.39
C 0.68 -2.87 -1.21
C 3.64 -2.15 -1.33
C 2.37 -2.68 1.27
H 1.50 2.86 -3.92
H 1.28 3.24 -2.21
H -0.05 2.54 -3.16
H 0.74 -0.03 -4.70
H -0.25 -0.55 -3.33
H 1.26 -1.38 -3.69
H 3.64 1.21 -3.98
H 3.96 -0.15 -2.90
H 4.01 1.50 -2.28
H 0.27 -2.38 -2.09
H -0.14 -3.08 -0.52
H 1.09 -3.83 -1.53
H 3.54 -2.03 -2.41
H 3.96 -3.18 -1.15
H 4.43 -1.48 -0.98
H 1.56 -2.62 1.99
H 3.27 -2.25 1.72
H 2.58 -3.73 1.07
F -0.90 -2.01 1.79
Sb -2.29 -1.80 3.20
F -2.75 -0.40 1.97
F -3.30 -3.03 2.24
F -3.63 -1.36 4.39
F -1.42 -3.07 4.23
F -1.12 -0.46 3.83
N -1.49 -0.27 -0.38
C -2.18 -0.91 -1.04
C -2.88 -1.78 -1.95
C -2.87 -1.52 -3.31
C -3.50 -2.42 -4.16
C -4.12 -3.55 -3.64
C -4.12 -3.79 -2.27
C -3.50 -2.90 -1.41
H -2.39 -0.64 -3.71
H -3.51 -2.23 -5.23
H -4.60 -4.25 -4.31
H -4.61 -4.67 -1.88
H -3.49 -3.08 -0.34
```

=====

# C14H31B2FN2O10S

3 unconnected molecules or ions with the total composition C14H31B2FN2O10S at a distorted geometry (ωB97M-V with the def2-TZVPD basis set, OMol25).

Computed properties:
* LUMO energy: 0.226 eV
* energy: -1961.8371 a.u.
* SMILES: CC[C@@H]1[C@H](B(N)O)OS(=O)(=O)[C@@H](F)[C@]1(N)B(O)O.CCOC(C)=O.CCOC(C)=O

```
61
C14H31B2FN2O10S (ωB97M-V with the def2-TZVPD basis set)
C 4.91 -2.74 -1.06
C 3.61 -1.80 -1.10
C 3.95 -0.26 -0.96
C 2.68 0.40 -0.23
B 2.69 0.21 1.38
N 1.51 -0.17 2.15
O 3.90 0.46 2.15
O 1.49 -0.20 -0.86
S 1.33 0.41 -2.40
O 0.39 -0.52 -3.10
O 0.82 1.82 -2.34
C 2.95 0.31 -3.33
F 2.96 1.25 -4.35
C 4.21 0.48 -2.33
N 4.39 1.97 -2.17
B 5.55 -0.03 -3.11
O 5.55 -1.05 -4.09
O 6.78 0.59 -2.71
H 4.69 -3.76 -0.63
H 5.18 -2.93 -2.15
H 5.81 -2.24 -0.61
H 2.94 -2.18 -0.28
H 3.07 -2.05 -2.06
H 4.80 -0.13 -0.22
H 2.59 1.51 -0.43
H 1.73 -0.93 2.79
H 0.73 -0.51 1.56
H 4.44 -0.33 1.99
H 3.00 -0.73 -3.76
H 4.83 2.32 -3.02
H 3.46 2.40 -2.13
H 6.45 -1.42 -4.07
H 6.78 0.72 -1.75
C -4.22 -0.01 -1.73
C -3.20 -1.10 -1.98
O -2.03 -0.92 -1.18
C -1.92 -1.29 0.10
C -3.15 -1.73 0.85
O -0.85 -1.20 0.66
H -4.57 0.00 -0.70
H -5.09 -0.14 -2.38
H -3.78 0.97 -1.92
H -3.62 -2.11 -1.83
H -2.87 -1.06 -3.02
H -3.52 -0.90 1.44
H -2.87 -2.55 1.51
H -3.94 -2.11 0.21
C -4.79 3.07 4.63
C -6.14 2.45 4.37
O -6.29 2.07 2.99
C -5.81 0.93 2.47
C -4.89 0.07 3.29
O -6.08 0.63 1.34
H -3.98 2.37 4.43
H -4.71 3.40 5.67
H -4.63 3.93 3.97
H -6.36 1.61 5.03
H -6.92 3.20 4.56
H -3.86 0.28 2.99
H -5.12 -0.97 3.10
H -4.98 0.22 4.37
```

=====

# C39H39BrN9O2SV

A molecular structure, C39H39BrN9O2SV (ωB97M-V with the def2-TZVPD basis set, OMol25).

Computed properties:
* charge: -1
* LUMO energy (alpha / beta): 1.906 / 1.907 eV
* energy: -6068.9405 a.u.
* spin multiplicity: 4
* relative energy (zero: lowest compared OMol25 entry of this formula, charge and spin): 0.811 eV

```
92
C39H39BrN9O2SV (ωB97M-V with the def2-TZVPD basis set)
V -0.63 -0.66 -0.33
C -3.17 -1.51 0.93
C -2.99 -1.44 -0.45
C -2.83 -0.05 -0.79
C -3.08 0.70 0.41
C -3.25 -0.19 1.46
C -3.55 0.10 2.90
C -3.21 2.19 0.42
C -3.13 0.53 -2.15
C -3.29 -2.53 -1.43
C -3.36 -2.75 1.76
H -4.47 -0.41 3.21
H -3.69 1.16 3.09
H -2.75 -0.26 3.56
H -4.07 2.50 -0.18
H -2.33 2.68 0.00
H -3.36 2.59 1.42
H -4.19 0.81 -2.22
H -2.92 -0.19 -2.94
H -2.54 1.42 -2.37
H -4.30 -2.39 -1.85
H -3.29 -3.52 -0.97
H -2.59 -2.55 -2.27
H -4.19 -2.62 2.46
H -2.47 -2.96 2.36
H -3.60 -3.62 1.15
Br -0.80 8.33 0.43
C 0.57 7.20 1.12
C 0.93 7.29 2.45
C 1.93 6.47 2.95
C 2.57 5.51 2.13
C 2.18 5.45 0.78
C 1.20 6.29 0.28
N 3.60 4.80 2.72
N 4.06 3.69 2.16
C 3.27 2.79 1.52
C 3.89 1.98 0.55
C 3.20 1.03 -0.19
C 1.85 0.80 0.02
O 1.15 -0.12 -0.63
C 1.20 1.51 1.04
N -0.09 1.13 1.26
C -0.72 1.68 2.28
C -0.13 2.61 3.14
C 1.17 3.02 2.90
C 1.88 2.49 1.82
H 0.45 8.01 3.10
H 2.24 6.54 3.98
H 2.66 4.75 0.11
H 0.91 6.23 -0.76
H 4.94 2.16 0.38
H 3.71 0.45 -0.95
H -1.73 1.35 2.45
H -0.70 3.00 3.97
H 1.65 3.72 3.57
N 2.43 -5.13 -0.94
N 1.31 -4.38 -0.61
N 0.19 -4.92 -0.17
C -0.54 -3.84 0.06
N 0.14 -2.72 -0.21
N 1.32 -3.08 -0.65
H 2.14 -5.79 -1.66
H 3.08 -4.47 -1.34
H -1.54 -3.85 0.45
N 0.32 -3.77 -9.92
C 0.18 -3.39 -8.84
C 0.01 -2.92 -7.49
C 0.86 -1.94 -6.97
C 0.70 -1.50 -5.68
C -0.31 -2.03 -4.86
C -1.16 -3.01 -5.39
C -1.00 -3.45 -6.69
C -0.47 -1.58 -3.51
C -0.60 -1.19 -2.37
H 1.64 -1.53 -7.60
H 1.35 -0.74 -5.27
H -1.95 -3.42 -4.77
H -1.66 -4.21 -7.10
O -0.38 -1.79 2.44
S 0.61 -2.11 3.52
C 1.91 -3.11 2.74
C 2.77 -2.12 1.97
C 3.06 -1.00 2.96
C 1.74 -0.69 3.67
H 1.42 -3.88 2.16
H 2.47 -3.58 3.56
H 2.21 -1.74 1.11
H 3.68 -2.59 1.59
H 3.45 -0.11 2.47
H 3.80 -1.34 3.69
H 1.19 0.12 3.19
H 1.85 -0.45 4.73
```

=====

# C3H12N2O2

3 unconnected molecules or ions with the total composition C3H12N2O2 at a distorted geometry (ωB97M-V with the def2-TZVPD basis set, OMol25).

Computed properties:
* LUMO energy: 0.857 eV
* energy: -381.4146 a.u.
* SMILES: C/C(N)=C/N.O.O
* relative energy (zero: lowest compared OMol25 entry of this formula, charge and spin): 2.729 eV

```
19
C3H12N2O2 (ωB97M-V with the def2-TZVPD basis set)
C 0.79 1.17 -0.04
C 1.22 1.63 -1.40
N 0.07 2.13 -2.12
C 2.34 1.06 -1.95
N 2.55 1.32 -3.32
H 0.88 1.94 0.74
H 1.64 0.49 0.16
H -0.12 0.58 0.23
H 0.20 2.33 -3.12
H -0.65 1.40 -2.16
H 2.87 0.30 -1.40
H 3.52 1.05 -3.43
H 2.00 2.08 -3.64
O -4.43 -5.02 0.81
H -4.80 -4.27 0.35
H -4.30 -5.74 0.17
O -1.53 -0.74 6.96
H -0.79 -1.34 7.07
H -1.44 -0.38 6.08
```

=====

# C28H72AsF6NO18P4S

A molecular structure, C28H72AsF6NO18P4S at a distorted geometry (ωB97M-V with the def2-TZVPD basis set, OMol25).

Computed properties:
* LUMO energy: -0.263 eV
* energy: -7118.1020 a.u.

```
131
C28H72AsF6NO18P4S (ωB97M-V with the def2-TZVPD basis set)
N -0.01 -0.88 0.01
H -0.42 -1.77 -0.22
H 0.13 -0.23 -0.75
H 0.93 -1.13 0.29
H -0.48 -0.46 0.80
As 2.45 -3.69 -4.83
F 0.95 -3.93 -5.81
F 3.51 -4.18 -6.15
F 3.94 -3.38 -3.80
F 1.34 -3.41 -3.44
F 2.34 -5.42 -4.33
F 2.57 -1.92 -5.28
C -5.95 -4.06 -2.95
C -4.64 -3.78 -3.73
C -3.65 -4.87 -3.32
S -3.71 -4.88 -1.47
O -3.04 -3.70 -0.87
O -3.51 -6.25 -0.91
C -5.49 -4.66 -1.51
H -6.55 -4.80 -3.48
H -6.63 -3.22 -2.86
H -4.32 -2.76 -3.55
H -4.90 -3.80 -4.79
H -2.64 -4.76 -3.71
H -3.99 -5.89 -3.49
H -5.82 -4.16 -0.60
H -5.76 -5.71 -1.61
C -3.97 4.18 -5.80
C -3.10 4.55 -4.62
O -2.57 3.42 -4.02
P -0.98 3.28 -3.86
O -0.60 2.05 -3.09
O -0.53 3.38 -5.42
C 0.81 3.37 -5.91
C 1.29 4.79 -6.03
O -0.49 4.61 -3.13
C -1.19 5.19 -2.07
C -0.33 5.10 -0.80
H -3.48 3.63 -6.59
H -4.95 3.77 -5.56
H -4.22 5.13 -6.28
H -2.39 5.21 -5.13
H -3.60 5.15 -3.86
H 1.47 2.86 -5.22
H 0.92 2.98 -6.92
H 1.28 5.18 -5.01
H 2.30 4.92 -6.42
H 0.68 5.55 -6.54
H -1.21 6.27 -2.25
H -2.19 4.78 -1.91
H 0.70 5.43 -0.98
H -0.69 5.80 -0.05
H -0.24 4.11 -0.36
C 8.39 -1.27 1.16
C 7.23 -0.70 0.35
O 6.57 0.23 1.16
P 5.14 0.77 0.58
O 4.03 -0.24 0.29
O 4.63 1.91 1.61
C 5.22 3.21 1.63
C 6.66 3.26 2.06
O 5.68 1.62 -0.72
C 4.85 1.96 -1.83
C 5.62 3.03 -2.67
H 9.16 -0.52 1.35
H 8.05 -1.71 2.10
H 8.86 -2.10 0.63
H 7.71 -0.33 -0.56
H 6.52 -1.48 0.07
H 5.09 3.68 0.65
H 4.70 3.81 2.37
H 7.19 2.53 1.45
H 7.19 4.22 2.04
H 6.72 2.94 3.10
H 4.62 1.10 -2.47
H 3.90 2.36 -1.47
H 6.63 2.63 -2.77
H 5.15 3.34 -3.61
H 5.77 3.85 -1.97
C -6.07 1.08 -0.95
C -5.78 1.11 0.54
O -4.71 2.01 0.78
P -3.95 2.00 2.17
O -2.60 1.41 2.22
O -5.03 1.40 3.20
C -4.71 1.17 4.57
C -5.00 -0.28 4.88
O -3.88 3.60 2.55
C -5.03 4.44 2.54
C -5.29 4.94 4.00
H -6.97 0.47 -1.06
H -6.27 2.11 -1.26
H -5.18 0.68 -1.43
H -6.66 1.55 1.01
H -5.66 0.11 0.95
H -3.72 1.54 4.84
H -5.47 1.70 5.15
H -6.03 -0.54 4.67
H -4.30 -0.79 4.21
H -4.75 -0.52 5.91
H -4.68 5.26 1.91
H -5.87 4.07 1.96
H -4.40 5.40 4.43
H -6.07 5.70 4.13
H -5.48 4.09 4.65
C 4.45 -2.52 6.50
C 3.75 -2.32 5.14
O 3.45 -3.64 4.56
P 1.93 -3.98 4.19
O 1.20 -2.89 3.51
O 1.24 -4.41 5.59
C -0.18 -4.65 5.68
C -0.69 -5.69 4.66
O 2.07 -5.39 3.42
C 1.90 -5.44 1.99
C 3.18 -4.89 1.29
H 3.89 -2.84 7.37
H 5.32 -3.18 6.50
H 4.91 -1.55 6.72
H 2.89 -1.65 5.26
H 4.49 -1.87 4.48
H -0.50 -4.90 6.69
H -0.73 -3.73 5.49
H -0.31 -6.68 4.90
H -1.75 -5.53 4.85
H -0.68 -5.45 3.60
H 1.78 -6.48 1.68
H 1.00 -4.92 1.66
H 3.90 -5.71 1.23
H 2.91 -4.50 0.32
H 3.50 -3.98 1.80
```